Entry 1:
DFT (ωB97M-V/def2-TZVPD) results for C14H17F3N2V as an isolated structure.

Element x y z (Å)
C: 0.411 1.602 -2.065
C: 0.290 0.650 -3.275
H: -0.609 1.767 -1.649
H: 0.743 2.630 -2.269
H: 1.188 1.250 -1.344
H: -0.335 -0.265 -3.104
H: -0.271 1.209 -4.042
H: 1.265 0.433 -3.720
C: -0.913 2.371 0.483
C: -1.710 3.055 1.405
C: -2.586 2.312 2.196
C: -2.603 0.929 2.065
H: -0.187 2.921 -0.125
H: -1.627 4.139 1.475
H: -3.236 2.795 2.923
H: -3.216 0.305 2.714
N: -1.026 1.043 0.271
C: -1.802 0.290 1.091
C: -1.656 -1.173 0.995
N: -0.763 -1.672 0.097
C: -0.505 -2.987 0.070
C: -2.074 -3.421 1.844
C: -1.121 -3.891 0.944
H: 0.221 -3.326 -0.671
H: -0.854 -4.942 0.897
C: -2.320 -2.056 1.875
H: -3.021 -1.638 2.582
H: -2.614 -4.091 2.512
V: 0.139 -0.219 -1.256
C: 1.271 -1.680 -2.198
H: 0.505 -2.324 -2.681
H: 1.834 -2.279 -1.466
H: 1.982 -1.341 -2.972
F: 2.607 0.796 0.055
C: 1.614 -0.166 0.261
F: 2.323 -1.337 0.492
F: 1.131 0.153 1.535

multiplicity = 4
charge = 0
HOMO level (spin up / spin down) = -6.204 / -7.641 eV

Mulliken population analysis, charges in e, atoms 1 to 5: -0.917, -1.016, 0.280, 0.568, 0.527


Entry 2:
DFT (ωB97M-V/def2-TZVPD) results for one molecule with the formula C27H24F2O5.

Element x y z (Å)
C: -2.041 -2.283 3.844
C: -2.820 -1.493 2.829
O: -1.945 -0.876 1.832
C: -1.701 -1.374 0.599
O: -2.442 -2.134 -0.031
C: -0.332 -0.858 0.140
C: -0.387 -0.942 -1.338
O: 0.115 -1.811 -2.024
O: -1.178 0.004 -1.868
C: -1.283 -0.077 -3.266
C: -2.166 1.055 -3.698
C: 0.522 -2.003 0.677
O: 0.167 -2.609 1.709
C: 1.750 -2.487 -0.011
C: 2.657 -1.722 -0.754
C: 3.847 -2.266 -1.231
C: 4.120 -3.620 -1.059
C: 3.181 -4.417 -0.373
C: 2.044 -3.851 0.177
C: -0.003 0.909 0.321
C: -1.210 1.752 0.399
C: -2.491 1.270 0.055
C: -3.592 2.110 -0.061
C: -3.486 3.430 0.383
C: -2.260 3.851 0.905
F: -2.129 5.177 1.264
C: -1.143 3.025 0.996
C: 1.314 1.536 0.133
C: 2.475 0.970 0.746
C: 3.719 1.608 0.711
C: 3.835 2.910 0.179
C: 2.681 3.469 -0.404
F: 2.783 4.722 -0.984
C: 1.475 2.793 -0.501
H: -2.728 -2.788 4.530
H: -1.401 -3.018 3.352
H: -1.398 -1.616 4.424
H: -3.583 -2.102 2.329
H: -3.304 -0.634 3.292
H: -0.291 0.013 -3.719
H: -1.732 -1.029 -3.573
H: -2.161 1.056 -4.792
H: -3.199 0.924 -3.356
H: -1.811 2.023 -3.333
H: 2.444 -0.662 -0.903
H: 4.579 -1.598 -1.701
H: 5.070 -4.039 -1.389
H: 3.367 -5.472 -0.224
H: 1.357 -4.435 0.796
H: 0.025 0.254 1.311
H: -2.684 0.237 -0.199
H: -4.505 1.741 -0.545
H: -4.309 4.143 0.259
H: -0.232 3.354 1.509
H: 2.403 0.042 1.327
H: 4.608 1.139 1.177
H: 4.778 3.444 0.170
H: 0.632 3.257 -1.039

relative energy (zero: lowest compared OMol25 entry of this formula, charge and spin) = 5.66 kcal per mole
multiplicity = 1
structure (SMILES) = CCOC(=O)C(C(=O)OCC)(C(=O)c1ccccc1)C(c1cccc(F)c1)c1cccc(F)c1
charge = 0
HOMO level = -8.506 eV

Mulliken population analysis, charges in e, atoms 1 to 5: -1.043, -0.336, -0.120, -1.366, -0.607


Entry 3:
DFT (ωB97M-V/def2-TZVPD) results for C2H19HgO8V as an isolated structure.

Element x y z (Å)
Hg: 2.830 1.826 -2.032
V: -0.345 2.866 -0.621
C: 0.210 -0.648 0.946
C: 0.704 -0.423 -0.460
O: 0.853 0.898 -0.999
H: 0.268 -1.716 1.154
H: -0.767 -0.230 1.187
H: 0.944 -0.274 1.660
H: -0.076 -0.831 -1.103
H: 1.613 -1.016 -0.556
O: -2.379 2.099 0.138
H: -2.849 1.270 0.046
H: -2.591 2.397 1.022
O: 3.461 -0.510 -2.615
H: 4.291 -0.574 -3.088
H: 2.958 -1.269 -2.910
O: 3.692 0.320 2.313
H: 4.332 -0.311 2.644
H: 3.422 0.815 3.087
O: -2.320 0.442 -2.830
H: -1.529 0.205 -2.346
H: -2.272 1.393 -2.919
O: -3.760 -0.363 0.258
H: -3.436 -1.022 0.872
H: -4.322 -0.851 -0.344
O: 0.249 2.578 1.349
H: 0.786 1.836 1.630
H: -0.113 2.932 2.161
O: -1.550 -3.752 0.997
H: -0.885 -4.367 1.308
H: -1.419 -3.716 0.050

multiplicity = 4
charge = +3
HOMO level (spin up / spin down) = -18.794 / -18.787 eV

Mulliken population analysis, charges in e, atoms 1 to 5: 0.961, 1.307, -1.271, 0.092, -0.214


Entry 4:
DFT (ωB97M-V/def2-TZVPD) results for C8H12CuF6N2O2P as an isolated structure.

Element x y z (Å)
Cu: -7.028 -0.907 6.876
O: -7.393 -2.470 8.394
H: -7.515 -3.317 7.959
O: -8.953 0.002 7.108
H: -9.470 0.632 6.596
P: -7.454 -3.194 3.761
F: -8.472 -4.064 4.649
F: -6.191 -3.768 4.590
F: -7.283 -4.461 2.739
F: -6.436 -2.262 2.866
F: -8.648 -2.646 2.824
F: -7.588 -1.963 4.801
N: -5.020 -0.410 4.958
C: -4.139 -0.750 5.945
C: -4.342 0.106 6.994
C: -5.344 1.050 6.610
C: -5.784 0.657 5.367
H: -5.138 -0.905 4.088
H: -3.605 -1.686 5.950
H: -3.834 0.093 7.945
H: -5.696 1.886 7.188
H: -6.390 1.066 4.575
N: -7.189 -0.483 10.229
C: -6.954 -0.666 11.557
C: -7.092 0.545 12.193
C: -7.412 1.501 11.189
C: -7.509 0.818 9.991
H: -7.340 -1.192 9.488
H: -6.678 -1.652 11.895
H: -7.034 0.835 13.233
H: -7.737 2.517 11.362
H: -7.947 1.067 9.031

relative energy (zero: lowest compared OMol25 entry of this formula, charge and spin) = 0.00 kcal per mole
multiplicity = 1
charge = -2
HOMO level = -0.566 eV

Mulliken population analysis, charges in e, atoms 1 to 5: 0.543, -1.100, 0.151, -0.811, 0.039


Entry 5:
DFT (ωB97M-V/def2-TZVPD) results for a 2-piece molecular cluster, C2H6NO overall.

Element x y z (Å)
C: 0.725 -1.489 -0.447
C: 0.692 -1.043 0.946
N: 0.075 -0.301 0.150
O: -1.101 1.992 -0.191
H: 1.619 -1.328 -1.039
H: 0.090 -2.307 -0.765
H: 0.965 -1.159 1.974
H: -0.434 0.622 0.006
H: -1.624 2.221 -0.967
H: -1.007 2.791 0.335

relative energy (zero: lowest compared OMol25 entry of this formula, charge and spin) = 42.25 kcal per mole
multiplicity = 1
charge = +1
HOMO level = -17.097 eV

Mulliken population analysis, charges in e, atoms 1 to 5: -0.390, 0.062, 0.084, -0.648, 0.258


Entry 6:
DFT (ωB97M-V/def2-TZVPD) results for a 2-piece molecular cluster, C3H9PS overall.

Element x y z (Å)
C: 0.434 -0.812 -0.401
C: 0.642 0.522 -0.370
S: 2.199 1.275 -0.005
C: 3.302 -0.180 0.164
H: 1.111 -1.651 -0.260
H: -0.567 -1.248 -0.607
H: -0.008 1.347 -0.432
H: 2.815 -0.989 0.633
H: 4.134 0.324 0.769
H: 3.640 -0.398 -0.876
P: -3.777 0.575 0.034
H: -5.121 0.384 -0.568
H: -4.106 -0.454 0.923
H: -4.698 1.305 0.998

relative energy (zero: lowest compared OMol25 entry of this formula, charge and spin) = 57.22 kcal per mole
multiplicity = 1
structure (SMILES) = C=CSC.P
charge = 0
HOMO level = -8.259 eV

Mulliken population analysis, charges in e, atoms 1 to 5: -0.741, 0.106, -0.057, -0.848, 0.172